[1]
The following is a DFT calculation (ωB97M-V/def2-TZVPD) of a molecular structure, C16H9F5HfN3S5.

Results
charge	+1
orbital gap	7.2	eV
HOMO	-11.082	eV
relative energy (zero: lowest compared OMol25 entry of this formula, charge and spin)	0.000	eV

Positions of all 39 atoms, in Å:
Hf  -0.184  0.920  -0.106
C  -0.990  -0.087  -4.872
N  -0.503  -1.037  -3.869
C  0.417  -2.045  -4.091
C  0.633  -2.656  -2.912
N  -0.169  -2.016  -1.976
C  -0.836  -1.007  -2.576
S  -1.925  0.117  -1.857
C  -0.155  -2.350  -0.592
C  -0.200  -3.692  -0.276
C  -0.053  -4.067  1.050
C  0.125  -3.081  2.001
C  0.115  -1.761  1.601
N  -0.025  -1.375  0.319
H  -0.621  -0.411  -5.840
H  -0.613  0.906  -4.639
H  -2.077  -0.086  -4.871
H  0.834  -2.219  -5.066
H  1.300  -3.452  -2.636
H  -0.350  -4.421  -1.059
H  -0.080  -5.113  1.324
H  0.256  -3.313  3.048
H  0.219  -0.961  2.319
S  3.842  -0.654  -0.214
C  2.579  0.344  -0.297
S  1.921  1.185  1.130
S  1.640  0.639  -1.784
F  0.798  5.670  4.185
C  0.205  4.622  3.641
C  -0.345  3.637  4.449
F  -0.276  3.760  5.764
C  -0.958  2.525  3.888
F  -1.466  1.606  4.700
C  -1.049  2.378  2.513
S  -1.871  0.998  1.749
C  -0.483  3.382  1.754
F  -0.494  3.216  0.371
C  0.146  4.496  2.260
F  0.692  5.401  1.465

Listed below, in e, are the Mulliken charges computed for each atom: 0.781, -0.861, 0.169, -0.435, -0.369, 0.610, -0.123, -0.419, 0.275, -0.787, -0.507, -0.897, 0.031, 0.344, 0.341, 0.335, 0.364, 0.471, 0.516, 0.574, 0.450, 0.429, 0.477, -0.155, 0.333, -0.263, -0.308, -0.273, 0.662, 0.124, -0.259, 0.323, -0.322, 0.392, -0.429, 0.153, -0.474, 0.003, -0.276

***

[2]
The following is a DFT calculation (ωB97M-V/def2-TZVPD) of a molecular structure, C39H43BCrF4GeN2P2STe.

Results
⟨S²⟩	0.76
charge	+1
orbital gap (spin up / spin down)	6.4 / 4.5	eV
spin multiplicity	2
HOMO (spin up / spin down)	-10.774 / -10.755	eV

Positions of all 95 atoms, in Å:
Cr  -1.379  0.486  -0.489
Te  1.256  -1.091  1.643
C  2.835  -0.505  2.958
C  2.876  0.736  3.572
C  3.948  1.013  4.411
N  4.927  0.148  4.645
C  4.883  -1.040  4.056
C  3.851  -1.419  3.205
C  0.763  0.892  1.042
P  0.923  0.943  -0.767
C  1.173  2.632  -1.384
C  1.652  3.685  -0.617
C  1.912  4.903  -1.226
C  1.697  5.062  -2.587
C  1.213  4.009  -3.351
C  0.950  2.790  -2.750
C  2.591  0.279  -1.087
C  2.884  -0.376  -2.280
C  4.178  -0.809  -2.526
C  5.179  -0.584  -1.592
C  4.896  0.097  -0.417
C  3.606  0.537  -0.163
P  -0.892  1.277  1.594
C  -1.265  0.339  3.092
C  -0.690  0.697  4.313
C  -0.907  -0.099  5.426
C  -1.725  -1.218  5.335
C  -2.338  -1.545  4.134
C  -2.099  -0.777  3.005
C  -1.086  3.010  2.036
C  -0.036  3.825  2.445
C  -0.295  5.141  2.797
C  -1.590  5.637  2.734
C  -2.638  4.817  2.337
C  -2.391  3.500  1.992
H  2.112  1.481  3.392
H  4.025  1.972  4.912
H  5.705  -1.715  4.263
H  3.851  -2.397  2.737
H  1.825  3.553  0.441
H  2.291  5.729  -0.639
H  1.908  6.017  -3.052
H  1.026  4.138  -4.408
H  0.551  1.971  -3.338
H  2.106  -0.545  -3.014
H  4.404  -1.326  -3.450
H  6.187  -0.929  -1.785
H  5.681  0.296  0.303
H  3.388  1.101  0.735
H  -0.097  1.599  4.394
H  -0.441  0.156  6.369
H  -1.889  -1.836  6.208
H  -3.002  -2.398  4.080
H  -2.562  -1.034  2.061
H  0.972  3.432  2.493
H  0.518  5.775  3.124
H  -1.787  6.669  2.991
H  -3.648  5.203  2.293
H  -3.201  2.850  1.678
S  -5.837  0.302  0.489
C  -4.313  0.299  0.130
N  -3.143  0.292  -0.122
F  -1.788  2.524  -1.464
B  -2.359  1.923  -2.659
F  -1.710  0.552  -2.566
F  -1.961  2.534  -3.789
F  -3.693  1.724  -2.481
C  0.278  -6.433  -2.045
C  -0.156  -4.994  -2.312
C  0.676  -3.989  -1.522
C  0.236  -2.535  -1.726
Ge  -1.359  -2.000  -0.639
C  -3.136  -2.779  -1.071
C  -3.834  -2.259  -2.324
C  -2.973  -2.391  -3.579
C  -3.774  -2.215  -4.865
H  -0.291  -7.132  -2.658
H  0.123  -6.696  -0.997
H  1.336  -6.565  -2.279
H  -1.208  -4.876  -2.041
H  -0.064  -4.773  -3.378
H  1.726  -4.082  -1.822
H  0.627  -4.241  -0.455
H  0.037  -2.328  -2.780
H  1.047  -1.876  -1.421
H  -1.074  -2.725  0.717
H  -3.753  -2.608  -0.184
H  -2.969  -3.858  -1.141
H  -4.107  -1.209  -2.185
H  -4.766  -2.815  -2.462
H  -2.490  -3.374  -3.581
H  -2.184  -1.633  -3.541
H  -4.527  -3.000  -4.955
H  -3.124  -2.267  -5.739
H  -4.281  -1.249  -4.875

Listed below, in e, are the Mulliken charges computed for each atom: -1.942, 1.111, 0.464, 0.196, -0.584, -0.565, -0.485, -0.488, -1.574, 0.999, 1.106, -0.131, -0.776, -0.688, -0.650, -0.631, 0.987, -0.288, -0.773, -0.730, -0.786, -0.623, 1.067, 0.403, -0.068, -0.785, -0.596, -0.909, 0.091, 0.951, 0.258, -0.901, -0.656, -0.745, -0.826, 0.218, 0.395, 0.412, 0.375, 0.277, 0.478, 0.401, 0.484, 0.264, 0.443, 0.481, 0.437, 0.510, 0.737, 0.424, 0.468, 0.423, 0.491, 0.285, 0.133, 0.468, 0.419, 0.466, 0.418, -0.332, 0.676, 0.270, -0.369, 0.013, -0.205, -0.255, -0.357, -1.467, 0.181, -1.260, 0.655, 0.773, -0.827, -0.556, 0.896, -1.697, 0.409, 0.326, 0.342, -0.042, 0.320, 0.531, 0.301, 0.553, -0.571, -0.120, 0.411, 0.681, -0.029, 0.593, 0.027, -0.380, 0.421, 0.414, 0.330

***

[3]
The following is a DFT calculation (ωB97M-V/def2-TZVPD) of a molecular structure, C37H50ClN4O6PV.

Results
charge	+3
orbital gap (spin up / spin down)	6.1 / 6.2	eV
HOMO (spin up / spin down)	-15.758 / -15.758	eV
relative energy (zero: lowest compared OMol25 entry of this formula, charge and spin)	0.642	eV

Positions of all 100 atoms, in Å:
V  0.007  0.593  0.435
O  6.530  -1.468  -3.437
C  5.203  -1.399  -3.576
O  4.638  -1.898  -4.504
C  4.411  -0.689  -2.505
C  3.189  -0.151  -2.895
C  2.351  0.423  -1.958
C  2.717  0.427  -0.612
C  3.948  -0.094  -0.215
C  4.794  -0.638  -1.168
N  1.788  0.974  0.306
C  2.281  1.851  1.357
C  1.508  1.559  2.629
C  1.891  2.006  3.872
C  1.105  1.668  4.969
C  -0.038  0.907  4.779
C  -0.367  0.504  3.498
N  0.400  0.817  2.449
H  6.873  -0.867  -2.765
H  2.915  -0.196  -3.942
H  1.423  0.894  -2.260
H  4.240  -0.118  0.828
H  5.729  -1.076  -0.839
H  3.347  1.689  1.511
H  2.791  2.597  3.986
H  1.386  1.995  5.961
H  -0.671  0.627  5.609
H  -1.260  -0.072  3.293
O  -1.091  1.325  -1.106
C  -2.043  1.596  -0.324
O  -1.984  1.193  0.872
C  -3.230  2.383  -0.817
N  -3.963  2.968  0.362
C  -5.427  2.994  -0.017
C  -5.588  1.673  -0.746
C  -4.286  1.513  -1.552
H  -2.878  3.199  -1.444
H  -3.607  3.889  0.622
H  -3.806  2.351  1.167
H  -5.571  3.852  -0.671
H  -6.028  3.114  0.880
H  -6.468  1.681  -1.384
H  -5.709  0.860  -0.029
H  -4.396  1.870  -2.573
H  -3.972  0.473  -1.602
Cl  0.792  9.425  -0.832
C  0.861  7.773  -0.398
C  -0.274  6.977  -0.554
C  -0.215  5.649  -0.201
C  0.968  5.100  0.303
C  2.101  5.908  0.447
C  2.047  7.242  0.101
C  0.996  3.691  0.658
O  2.210  3.226  0.985
O  0.018  2.940  0.675
H  -1.177  7.416  -0.953
H  -1.082  5.013  -0.326
H  3.022  5.495  0.831
H  2.913  7.879  0.211
C  2.264  -3.194  -1.053
C  1.360  -3.427  0.166
C  2.045  -2.768  1.375
C  1.231  -4.943  0.392
P  -0.321  -2.666  -0.109
N  -0.129  -0.992  0.133
C  -1.574  -3.183  1.181
C  -0.919  -3.226  2.570
C  -2.151  -4.571  0.854
C  -2.722  -2.164  1.270
C  -0.942  -2.814  -1.863
C  -2.407  -2.365  -1.949
C  -0.148  -1.873  -2.785
C  -0.827  -4.264  -2.360
H  3.249  -3.587  -0.797
H  2.380  -2.137  -1.283
H  1.933  -3.723  -1.942
H  3.057  -3.173  1.427
H  1.564  -2.983  2.323
H  2.128  -1.688  1.251
H  2.244  -5.345  0.455
H  0.735  -5.453  -0.433
H  0.728  -5.199  1.320
H  -0.195  -4.028  2.678
H  -1.712  -3.412  3.296
H  -0.441  -2.281  2.832
H  -1.388  -5.341  0.758
H  -2.762  -4.570  -0.046
H  -2.799  -4.859  1.684
H  -2.364  -1.160  1.494
H  -3.366  -2.482  2.092
H  -3.338  -2.124  0.378
H  -2.541  -1.358  -1.550
H  -3.098  -3.049  -1.463
H  -2.671  -2.339  -3.008
H  -0.315  -0.828  -2.521
H  -0.531  -2.023  -3.796
H  0.918  -2.068  -2.812
H  -1.350  -4.977  -1.725
H  0.203  -4.589  -2.480
H  -1.292  -4.307  -3.346

Atomic partial charges in e from the Mulliken method, atoms 1 to 99: -0.105, -0.472, 0.469, -0.510, 0.609, -1.094, -0.196, 0.185, -0.488, -1.146, 0.752, -0.849, 0.710, -0.962, -0.634, -1.181, -0.104, 1.036, 0.365, 0.521, 0.431, 0.365, 0.443, 0.926, 0.613, 0.513, 0.510, 0.535, -0.454, 1.067, -0.623, -0.324, -0.090, -0.599, -0.728, -0.217, 0.685, 0.379, 0.359, 0.354, 0.435, 0.416, 0.307, 0.451, -0.237, -0.130, 0.383, -0.868, -0.009, 0.052, -0.459, -0.859, 0.763, -0.242, -0.428, 0.434, 0.313, 0.483, 0.458, -1.867, 2.418, -1.492, -1.871, -1.351, 1.148, 2.120, -1.890, -1.823, -1.696, 2.251, -1.958, -1.683, -1.673, 0.763, -0.051, 0.231, 0.547, 0.410, -0.021, 0.531, 0.354, 0.371, 0.348, 0.630, 0.222, 0.329, 0.360, 0.546, 0.074, 0.582, 0.389, 0.039, 0.319, 0.686, 0.084, 0.693, 0.376, 0.339, 0.380

***

[4]
The following is a DFT calculation (ωB97M-V/def2-TZVPD) of a molecular structure, C19H35BNO2OsP.

Results
⟨S²⟩	6.02
charge	+2
orbital gap (spin up / spin down)	6.1 / 5.9	eV
spin multiplicity	5
HOMO (spin up / spin down)	-12.921 / -15.042	eV
relative energy (zero: lowest compared OMol25 entry of this formula, charge and spin)	0.269	eV

Positions of all 60 atoms, in Å:
C  -0.944  0.092  -4.155
C  -0.374  1.149  -3.444
C  -0.287  1.104  -2.045
C  -0.680  -0.077  -1.381
C  -1.254  -1.141  -2.097
C  -1.398  -1.039  -3.483
C  0.231  2.256  -1.256
C  -0.158  3.638  -1.852
N  -1.559  3.942  -1.952
Os  -0.448  -0.176  0.656
C  -1.707  -2.362  -1.365
P  -1.276  -2.139  0.429
H  0.018  2.022  -3.968
H  -1.862  -1.871  -4.013
H  -1.033  0.160  -5.237
H  -1.217  -3.279  -1.724
H  -2.795  -2.514  -1.433
H  -0.060  2.159  -0.186
H  1.337  2.223  -1.267
H  0.283  4.400  -1.186
C  -0.137  -3.514  0.723
C  -2.813  -2.584  1.262
H  0.285  3.764  -2.851
C  -2.209  4.096  -3.216
C  -2.407  3.735  -0.815
H  -0.809  -0.335  2.366
H  -3.028  4.821  -3.097
H  -1.489  4.453  -3.965
H  -2.658  3.148  -3.569
H  -3.291  4.380  -0.919
H  -2.758  2.689  -0.737
H  -1.869  3.991  0.108
H  -3.630  -2.613  0.533
H  -2.684  -3.560  1.743
H  -3.010  -1.814  2.013
H  -0.092  -4.147  -0.169
H  0.848  -3.083  0.937
H  -0.516  -4.074  1.584
H  -1.510  -0.373  2.048
C  3.985  1.482  3.185
C  3.352  0.899  1.936
C  3.782  1.746  0.737
O  1.935  0.988  2.098
B  1.424  -0.107  1.368
O  2.390  -1.090  1.070
C  3.601  -0.643  1.693
C  4.756  -0.992  0.776
C  3.780  -1.409  2.999
H  3.707  2.539  3.279
H  5.078  1.431  3.112
H  3.663  0.958  4.091
H  3.465  2.788  0.889
H  4.877  1.746  0.653
H  3.360  1.388  -0.214
H  5.697  -0.635  1.215
H  4.827  -2.082  0.674
H  4.646  -0.556  -0.223
H  2.987  -1.183  3.724
H  3.770  -2.486  2.790
H  4.752  -1.167  3.446

Listed below, in e, are the Mulliken charges computed for each atom: -0.966, -0.676, 1.038, -0.204, 0.423, -0.687, -0.303, -1.330, 0.393, 0.565, -1.383, 1.231, 0.473, 0.511, 0.431, 0.500, 0.502, 0.373, -0.070, 0.392, -1.087, -1.312, 0.531, -0.782, -0.734, 0.531, 0.358, 0.341, 0.375, 0.323, 0.285, 0.336, 0.380, 0.422, 0.416, 0.418, 0.114, 0.434, -0.276, -1.676, 1.537, -1.811, -0.862, 0.919, -0.689, 1.377, -1.772, -1.957, 0.447, 0.351, 0.356, 0.476, 0.398, 0.220, 0.380, 0.447, 0.357, 0.327, 0.491, 0.398